1.
A structure of composition C22H15BCl2F4N7O2Ta at a distorted geometry, computed with ωB97M-V with the def2-TZVPD basis set.

Kohn-Sham gap, eV: 4.53
Net charge: +2
DFT total energy, a.u.: -2782.5516
Spin multiplicity: 1
Molecular weight, g mol⁻¹: 748.07

CARTESIAN COORDINATES (ANGSTROEM)
Ta -0.257539 -0.173943 0.544987
Cl 5.850138 -2.177895 -2.179137
C 4.235708 -1.765428 -2.099114
C 3.765782 -1.053327 -0.972966
C 2.442076 -0.647395 -0.823523
N 1.852557 0.032113 0.270671
C 2.719483 0.456443 1.263715
O 3.924158 0.510657 1.284891
C 1.919014 0.940740 2.421671
C 2.419452 1.635169 3.550258
C 1.651876 1.743628 4.702981
C 0.341246 1.247701 4.769493
C -0.138718 0.633822 3.615764
N 0.589273 0.563734 2.473544
C 1.515434 -1.067684 -1.783932
C 1.960283 -1.670892 -2.957078
C 3.271227 -2.167044 -3.031751
Cl 3.702816 -3.161356 -4.468722
N 0.131174 -0.982518 -1.390636
C -0.993068 -1.476337 -2.087482
O -0.966606 -1.823709 -3.268149
C -2.244918 -1.241226 -1.379921
C -3.434114 -1.303936 -2.191499
C -4.693133 -1.061478 -1.665404
C -4.724421 -0.797623 -0.269374
C -3.549626 -0.650130 0.483521
N -2.277760 -0.755417 -0.119191
H 4.434588 -0.506022 -0.343510
H 3.478443 2.009974 3.386072
H 2.090205 2.193453 5.604564
H -0.294611 1.409233 5.661577
H -1.157191 0.283019 3.526033
H 1.258870 -1.792909 -3.815701
H -3.170873 -1.559259 -3.263952
H -5.591951 -1.194707 -2.289225
H -5.647767 -0.599041 0.317533
H -3.523796 -0.373722 1.501423
F -0.022786 -1.826894 1.534750
B -0.365687 -5.213480 -2.722647
F -1.540351 -5.801147 -2.635948
F 0.321865 -5.430013 -3.794661
F 0.148725 -4.359174 -1.872548
N -2.132492 4.035029 1.788810
C -1.173389 3.661623 0.916976
C -1.440221 2.276020 0.548866
N -0.554800 1.707428 -0.303681
C 0.479536 2.415461 -0.848505
C 0.650208 3.725466 -0.447831
N -0.015462 4.282500 0.595105
H -3.037117 3.599479 1.719270
H -2.008364 4.853985 2.443554
H -2.491048 1.936417 0.755117
H 0.963889 1.999749 -1.793173
H 1.329779 4.480863 -0.861885

Atoms 1-2, force components in eV/Å:
3.436 -4.357 0.158
0.933 -0.256 -0.235

---

2.
A structure of composition C4H7NO, computed with ωB97M-V with the def2-TZVPD basis set.

Kohn-Sham gap, eV: 10.75
DFT total energy, a.u.: -286.5829
Energy relative to the best compared isomer or geometry (same formula, charge and spin), eV: 1.326
Spin multiplicity: 1
Molecular weight, g mol⁻¹: 85.11

CARTESIAN COORDINATES (ANGSTROEM)
C -0.430848 0.959434 -1.368843
C 0.162696 -0.153555 -0.518608
C 0.925131 0.076654 0.890170
N 0.366972 -1.236680 1.287285
C -0.695436 -0.978920 0.414317
O -1.880808 -1.140076 0.530668
H -1.257966 0.628974 -2.015335
H -0.808392 1.762290 -0.735912
H 0.337903 1.363500 -2.036927
H 0.666275 -0.876166 -1.187650
H 0.465442 0.857503 1.531755
H 2.009800 0.199241 0.959075
H 0.139230 -1.462199 2.250007

Atoms 1-2, force components in eV/Å:
0.073 0.149 0.174
0.031 0.261 0.224

---

3.
A structure of composition C25H32N9O2RuS at a distorted geometry, computed with ωB97M-V with the def2-TZVPD basis set.

Kohn-Sham gap (spin up / spin down), eV: 6.29 / 6.25
Net charge: +2
DFT total energy, a.u.: -2107.5944
Energy relative to the best compared isomer or geometry (same formula, charge and spin), eV: 0.000
Spin multiplicity: 2
Molecular weight, g mol⁻¹: 623.73

CARTESIAN COORDINATES (ANGSTROEM)
Ru 0.006912 1.317913 -0.111698
N 2.161661 -0.759284 1.605106
C 3.227993 0.148783 2.191285
C 2.623518 0.973687 3.319543
C 1.822019 2.182708 2.845810
N 0.570245 1.779230 2.157207
C 2.646096 3.063289 1.916966
C 3.190302 2.313243 0.713106
N 2.142546 2.084318 -0.329671
C 3.894302 1.013078 1.121297
H 1.854325 -1.448927 2.292193
H 2.498423 -1.266388 0.785010
H 1.330338 -0.223057 1.317929
H 3.970174 -0.538765 2.591574
H 3.451722 1.336988 3.931499
H 2.022519 0.342568 3.983680
H 1.567405 2.768756 3.729734
H 0.028420 2.631031 2.006314
H -0.016193 1.203738 2.757733
H 3.488573 3.468555 2.481198
H 2.057500 3.925330 1.588875
H 3.958133 2.930039 0.245430
H 2.566534 1.577543 -1.106060
H 1.933377 2.999490 -0.731955
H 4.855701 1.305532 1.551965
H 4.147006 0.416442 0.235952
S -1.361041 -0.089431 0.952511
C -0.640517 -1.648344 0.423874
N -1.055460 -2.836031 0.829193
N -2.037067 -2.908692 1.632587
C -2.560927 -4.151425 2.097767
C -2.085230 -5.363987 1.619699
C -2.639216 -6.533324 2.113242
C -3.651678 -6.493173 3.063877
C -4.117888 -5.271965 3.527004
C -3.572977 -4.093743 3.045061
N 0.351263 -1.647661 -0.483105
N 0.724392 -0.512303 -0.880476
C 1.720047 -0.569280 -1.919505
C 2.644135 -1.611777 -1.974355
C 3.605352 -1.626040 -2.974207
C 3.646302 -0.614045 -3.923176
C 2.712013 0.412237 -3.875294
C 1.748633 0.440940 -2.875644
H -2.521469 -2.061588 1.927240
H -1.305879 -5.391920 0.870557
H -2.280139 -7.485572 1.745255
H -4.079797 -7.413385 3.438723
H -4.908758 -5.233547 4.264584
H -3.936668 -3.136093 3.405628
H 2.592990 -2.420499 -1.254463
H 4.319549 -2.439173 -3.017652
H 4.394906 -0.634163 -4.704655
H 2.718307 1.188620 -4.629734
H 0.988227 1.207967 -2.871652
O -0.698581 3.186551 0.128648
N -1.688581 3.490126 -0.672720
N -1.939064 2.606913 -1.514772
O -1.263012 1.431896 -1.580725
C -3.001744 2.787914 -2.489713
C -3.433654 4.070589 -2.792239
C -4.455078 4.217573 -3.715082
C -5.020590 3.102446 -4.318496
C -4.566880 1.831253 -4.002254
C -3.546025 1.660416 -3.079382
H -2.980972 4.930834 -2.320301
H -4.805763 5.209441 -3.967407
H -5.816896 3.226346 -5.041145
H -5.008885 0.963570 -4.473953
H -3.185230 0.675694 -2.823365

Atoms 1-2, force components in eV/Å:
0.758 -0.014 0.793
0.242 0.032 0.285

---

4.
A structure of composition C17H18N3NiOSe at a distorted geometry, computed with ωB97M-V with the def2-TZVPD basis set.

Kohn-Sham gap (spin up / spin down), eV: 5.33 / 5.35
Net charge: -1
DFT total energy, a.u.: -4807.8196
Energy relative to the best compared isomer or geometry (same formula, charge and spin), eV: 0.253
Spin multiplicity: 1
Molecular weight, g mol⁻¹: 418.00

CARTESIAN COORDINATES (ANGSTROEM)
Ni 0.263727 -0.536649 0.942137
C 1.072104 2.686435 1.534235
C 1.833712 1.740459 0.888679
C 2.021255 0.431758 1.420526
C 1.340055 0.096518 2.625335
C 0.576340 1.105200 3.278827
C 0.443630 2.365549 2.753723
H 0.948032 3.670342 1.096225
H 2.336564 2.006043 -0.035542
H 2.844996 -0.170261 1.057036
H 1.630881 -0.775181 3.192479
H 0.084914 0.861477 4.214253
H -0.167120 3.102516 3.261317
N 0.583506 -0.568267 -3.303070
C 0.894541 -0.900843 -2.012403
N 0.299215 -0.156765 -1.139509
C -0.470248 0.740832 -1.876608
C -1.300062 1.770440 -1.442212
C -1.955105 2.506011 -2.408849
C -1.790953 2.238788 -3.779524
C -0.963273 1.227679 -4.224276
C -0.308316 0.489017 -3.243687
H 0.900125 -1.042847 -4.127617
H 1.563505 -1.712150 -1.767436
H -1.433978 1.952016 -0.384088
H -2.625163 3.299024 -2.102573
H -2.331540 2.833571 -4.505154
H -0.837139 1.020647 -5.279884
Se -4.573552 0.163712 0.864095
C -2.794684 0.087630 1.106886
N -1.642672 0.020960 1.251344
C 1.944212 -3.148800 2.067346
O 0.740171 -3.488047 1.388210
C 0.044922 -2.435303 0.944945
C -1.224793 -2.984201 0.353606
H 1.745106 -2.976191 3.124718
H 2.368300 -2.243975 1.633719
H 2.633416 -3.987793 1.962854
H -1.158961 -4.054315 0.121485
H -1.508021 -2.411518 -0.530081
H -2.027631 -2.823523 1.078537

Atoms 1-2, force components in eV/Å:
0.235 -0.992 -0.051
0.034 -0.030 -0.045